(1)
Here is a molecular structure, C37H41Cr2N7O2 at a distorted geometry from the Open Molecules 2025 dataset. Energies are from ωB97M-V/def2-TZVPD.

Summary:
Charge: +2
Multiplicity: 9
HOMO-LUMO gap (alpha / beta) in eV: 7.1 / 7.2
⟨S²⟩: 20.02
HOMO energy (alpha / beta) in eV: -13.431 / -13.433

CARTESIAN COORDINATES (ANGSTROEM)
Cr  1.97  10.58  9.54
Cr  0.82  8.49  11.78
C  4.05  9.31  12.04
O  2.75  9.47  11.55
H  4.44  10.19  12.57
H  4.08  8.48  12.76
H  4.73  9.03  11.23
C  -1.03  10.94  10.38
O  0.16  10.24  10.69
H  -1.51  11.32  11.29
H  -0.84  11.82  9.76
H  -1.78  10.29  9.93
N  0.55  9.66  13.89
C  1.57  9.58  14.77
C  1.75  10.50  15.78
C  0.79  11.50  15.94
C  -0.31  11.55  15.09
C  -0.34  10.63  14.06
H  2.29  8.79  14.66
H  2.58  10.48  16.47
H  0.84  12.24  16.72
H  -1.08  12.28  15.31
H  -1.16  10.72  13.36
N  8.70  7.69  13.05
C  7.88  7.83  12.01
C  7.68  9.04  11.37
C  8.28  10.18  11.87
C  9.06  10.08  13.02
C  9.29  8.80  13.52
H  7.39  6.93  11.65
H  7.01  9.02  10.52
H  8.11  11.15  11.42
H  9.49  10.98  13.44
H  9.95  8.62  14.35
N  6.42  13.63  13.14
C  6.66  14.52  14.11
C  6.52  14.26  15.46
C  6.13  12.97  15.83
C  5.91  12.04  14.85
C  6.00  12.41  13.50
H  7.01  15.49  13.77
H  6.64  14.98  16.25
H  6.18  12.72  16.88
H  5.60  11.03  15.10
H  5.80  11.70  12.70
N  4.07  11.00  9.15
C  4.53  10.45  8.03
C  5.84  10.45  7.59
C  6.71  11.22  8.36
C  6.26  11.90  9.50
C  4.92  11.81  9.82
H  3.82  9.95  7.36
H  6.19  10.01  6.67
H  7.73  11.32  8.04
H  6.98  12.48  10.06
H  4.53  12.31  10.70
N  2.02  12.58  10.82
C  2.38  12.67  12.11
C  2.18  13.80  12.87
C  1.47  14.89  12.38
C  1.17  14.83  11.02
C  1.52  13.71  10.28
H  2.97  11.83  12.47
H  2.57  13.91  13.87
H  1.14  15.68  13.04
H  0.65  15.64  10.52
H  1.28  13.66  9.23
N  1.56  6.69  13.02
C  2.47  5.92  12.41
C  2.77  4.63  12.83
C  2.06  4.08  13.88
C  1.13  4.87  14.57
C  0.93  6.15  14.10
H  3.00  6.35  11.57
H  3.52  4.05  12.31
H  2.18  3.03  14.13
H  0.60  4.54  15.45
H  0.24  6.81  14.61
N  5.66  9.03  16.61
C  5.84  8.42  15.44
C  5.18  7.25  15.09
C  4.27  6.74  16.00
C  4.04  7.36  17.22
C  4.81  8.52  17.48
H  6.42  8.96  14.69
H  5.41  6.77  14.15
H  3.71  5.85  15.75
H  3.38  6.96  17.97
H  4.79  9.00  18.45

These are the Löwdin partial charges, in e, on atoms 1 to 6: 0.985 0.967 -0.221 -0.465 0.054 0.054



(2)
Here is 8 unconnected molecules or ions with the total composition C43H99N5O8 at a distorted geometry from the Open Molecules 2025 dataset. Energies are from ωB97M-V/def2-TZVPD.

Summary:
Charge: 0
HOMO-LUMO gap in eV: 8.2
HOMO energy in eV: -7.848
SMILES: CC1(C)CCCC(C)(C)N1O.CC1(C)CCCC(C)(C)N1O.CC1(C)CCCC(C)(C)N1O.CC1(C)CCCC(C)(C)N1O.COC[C@H](C)N.CO.CO.CO

CARTESIAN COORDINATES (ANGSTROEM)
C  0.75  3.64  -5.77
C  -0.15  2.43  -5.75
C  -0.38  1.95  -7.20
C  -0.80  0.48  -7.39
C  0.22  -0.41  -6.68
C  0.41  -0.07  -5.17
N  0.44  1.37  -4.96
O  0.47  1.64  -3.58
C  -0.81  -0.63  -4.42
C  1.67  -0.84  -4.77
C  -1.57  2.82  -5.26
H  1.79  3.32  -5.92
H  0.71  4.19  -4.83
H  0.58  4.35  -6.58
H  -1.15  2.47  -7.77
H  0.54  2.06  -7.78
H  -0.84  0.10  -8.41
H  -1.77  0.36  -6.91
H  1.17  -0.53  -7.21
H  -0.12  -1.45  -6.71
H  -0.74  -0.49  -3.34
H  -1.78  -0.26  -4.74
H  -0.79  -1.72  -4.57
H  1.88  -0.81  -3.70
H  1.62  -1.89  -5.05
H  2.52  -0.33  -5.22
H  -2.18  1.91  -5.22
H  -2.09  3.49  -5.95
H  -1.63  3.29  -4.28
H  1.21  2.25  -3.46
C  -3.54  -3.38  -0.91
C  -4.32  -2.49  0.06
C  -5.71  -3.12  0.14
C  -6.64  -2.57  1.22
C  -5.92  -2.76  2.57
C  -4.59  -2.04  2.59
N  -3.78  -2.45  1.42
O  -2.45  -2.06  1.47
C  -4.83  -0.54  2.80
C  -3.85  -2.60  3.83
C  -4.44  -1.08  -0.56
H  -3.31  -4.35  -0.47
H  -2.64  -2.84  -1.21
H  -4.13  -3.58  -1.80
H  -6.24  -3.09  -0.82
H  -5.63  -4.18  0.39
H  -7.56  -3.16  1.23
H  -6.90  -1.53  0.98
H  -5.85  -3.85  2.63
H  -6.52  -2.42  3.41
H  -5.11  -0.38  3.84
H  -3.94  0.06  2.61
H  -5.57  -0.13  2.11
H  -3.52  -3.64  3.78
H  -2.97  -1.99  4.02
H  -4.50  -2.53  4.71
H  -4.86  -1.19  -1.56
H  -3.51  -0.52  -0.72
H  -5.09  -0.49  0.07
H  -2.34  -1.17  1.09
C  4.70  1.44  -1.87
C  4.64  2.69  -0.99
C  6.05  2.88  -0.33
C  7.04  3.82  -1.09
C  6.29  5.05  -1.58
C  5.14  4.79  -2.53
N  4.27  3.83  -1.85
O  3.06  3.62  -2.57
C  4.37  6.09  -2.78
C  5.61  4.24  -3.87
C  3.62  2.58  0.14
H  4.41  0.60  -1.22
H  5.67  1.27  -2.32
H  3.91  1.47  -2.63
H  6.04  3.08  0.74
H  6.52  1.92  -0.53
H  7.55  3.23  -1.85
H  7.76  4.25  -0.39
H  7.01  5.74  -2.03
H  5.82  5.58  -0.74
H  3.53  5.93  -3.46
H  3.97  6.51  -1.85
H  5.03  6.91  -3.08
H  6.13  3.29  -3.69
H  4.76  3.98  -4.50
H  6.23  4.87  -4.51
H  3.51  3.53  0.68
H  3.97  1.92  0.93
H  2.62  2.34  -0.21
H  2.49  4.22  -2.07
C  -2.37  -0.55  7.52
C  -1.64  0.76  7.77
C  -0.13  0.56  7.90
C  0.62  0.17  6.64
C  0.26  1.18  5.56
C  -1.22  1.54  5.40
N  -1.83  1.81  6.74
O  -3.18  2.20  6.57
C  -1.24  2.81  4.57
C  -1.93  0.40  4.65
C  -2.06  1.36  9.13
H  -2.57  -1.06  8.46
H  -1.80  -1.26  6.91
H  -3.29  -0.45  6.94
H  0.33  1.48  8.29
H  0.09  -0.12  8.73
H  0.39  -0.87  6.39
H  1.70  0.17  6.80
H  0.61  0.82  4.60
H  0.85  2.01  5.96
H  -2.29  3.04  4.35
H  -0.94  3.65  5.20
H  -0.74  2.76  3.61
H  -2.11  0.59  3.59
H  -1.45  -0.57  4.74
H  -2.95  0.33  5.04
H  -3.13  1.57  9.07
H  -1.56  2.29  9.39
H  -1.86  0.62  9.89
H  -3.12  3.16  6.54
C  0.41  0.29  -0.04
O  0.19  0.74  1.27
H  0.70  1.13  -0.68
H  1.09  -0.54  -0.27
H  -0.46  -0.12  -0.59
H  0.01  1.68  1.20
C  3.02  0.20  3.01
O  4.15  0.58  3.81
H  2.52  -0.64  3.50
H  2.30  1.02  2.97
H  3.40  0.03  2.01
H  4.38  -0.12  4.42
C  2.26  -3.18  1.12
O  2.71  -3.06  -0.21
H  1.97  -2.25  1.60
H  1.43  -3.89  1.25
H  3.05  -3.59  1.76
H  2.26  -3.71  -0.75
C  -0.33  -7.68  -2.52
C  -0.63  -6.23  -2.06
C  0.17  -5.24  -2.93
O  -0.38  -3.92  -2.97
C  -0.01  -3.14  -1.85
N  -2.08  -5.99  -2.24
H  -0.55  -8.49  -1.83
H  0.71  -7.74  -2.83
H  -0.95  -7.85  -3.40
H  -0.38  -6.12  -1.00
H  -0.04  -5.52  -3.97
H  1.25  -5.17  -2.77
H  -0.55  -2.19  -1.73
H  1.02  -2.80  -2.03
H  -0.19  -3.68  -0.92
H  -2.30  -6.49  -3.10
H  -2.23  -5.01  -2.47

These are the Löwdin partial charges, in e, on atoms 1 to 6: -0.037 -0.514 -0.140 -0.165 -0.148 -0.501



(3)
Here is a molecular structure, C4H5OP at a distorted geometry from the Open Molecules 2025 dataset. Energies are from ωB97M-V/def2-TZVPD.

Summary:
Charge: 0
HOMO-LUMO gap (alpha / beta) in eV: 7.4 / 6.4
HOMO energy (alpha / beta) in eV: -7.707 / -7.153

CARTESIAN COORDINATES (ANGSTROEM)
C  -0.76  0.75  -0.66
C  -0.78  0.81  0.74
C  -0.33  -0.70  -0.60
C  -0.43  -0.51  0.85
O  2.88  0.99  -0.38
P  2.70  -0.25  0.32
H  -1.17  1.21  -1.50
H  -1.05  1.53  1.55
H  -1.11  -1.48  -0.79
H  0.52  -1.00  -1.13
H  -0.46  -1.36  1.61

These are the Löwdin partial charges, in e, on atoms 1 to 6: -0.036 -0.108 -0.269 -0.191 -0.610 0.740



(4)
Here is a molecular structure, C33H26F10MoN6O4 from the Open Molecules 2025 dataset. Energies are from ωB97M-V/def2-TZVPD.

Summary:
Charge: 0
Multiplicity: 3
HOMO-LUMO gap (alpha / beta) in eV: 7.0 / 7.2
⟨S²⟩: 2.01
HOMO energy (alpha / beta) in eV: -7.235 / -7.933

CARTESIAN COORDINATES (ANGSTROEM)
Mo  0.52  0.55  0.70
C  1.54  1.25  3.93
N  0.40  0.71  3.16
C  0.21  -0.71  3.57
C  1.12  -1.57  2.71
N  0.74  -1.40  1.31
C  0.31  -2.57  0.67
C  -0.63  -3.44  1.24
F  -1.13  -3.18  2.45
C  -1.11  -4.56  0.59
F  -2.03  -5.32  1.18
C  -0.68  -4.86  -0.68
F  -1.15  -5.93  -1.32
C  0.26  -4.04  -1.27
F  0.73  -4.34  -2.49
C  0.76  -2.94  -0.60
F  1.73  -2.25  -1.21
C  -0.77  1.54  3.52
C  -1.89  1.28  2.57
N  -1.42  1.56  1.22
C  -2.47  1.77  0.31
C  -2.30  2.60  -0.80
F  -1.17  3.30  -0.95
C  -3.25  2.79  -1.80
F  -2.97  3.59  -2.83
C  -4.47  2.17  -1.71
F  -5.39  2.33  -2.66
C  -4.72  1.38  -0.60
F  -5.89  0.76  -0.49
C  -3.75  1.19  0.37
F  -4.11  0.35  1.35
H  1.24  1.33  4.98
H  1.81  2.23  3.56
H  2.40  0.60  3.86
H  -0.82  -0.99  3.37
H  0.41  -0.81  4.64
H  1.06  -2.61  3.02
H  2.16  -1.26  2.86
H  -0.46  2.58  3.44
H  -1.05  1.34  4.56
H  -2.73  1.93  2.83
H  -2.26  0.25  2.69
C  4.88  1.01  2.00
C  3.74  0.78  1.04
O  2.60  0.87  1.52
C  4.01  0.48  -0.33
C  5.33  0.40  -0.82
C  5.58  0.17  -2.15
C  4.50  0.02  -3.03
C  3.20  0.08  -2.59
C  2.93  0.30  -1.23
O  1.69  0.31  -0.85
H  4.49  1.30  2.97
H  5.55  1.78  1.63
H  5.46  0.09  2.11
H  6.16  0.52  -0.14
H  6.60  0.11  -2.51
H  4.69  -0.16  -4.08
H  2.36  -0.04  -3.26
N  1.64  3.13  -0.84
N  0.98  2.75  0.38
H  1.39  4.09  -1.04
H  1.23  2.55  -1.57
H  0.09  3.20  0.51
H  1.59  2.99  1.15
O  -0.16  1.20  -2.61
C  -0.84  0.32  -2.11
N  -0.83  -0.11  -0.79
C  -1.92  -0.94  -0.57
O  -2.27  -1.38  0.51
C  -2.61  -1.16  -1.87
C  -3.73  -1.90  -2.18
C  -4.17  -1.86  -3.50
C  -3.51  -1.09  -4.46
C  -2.39  -0.33  -4.13
C  -1.96  -0.40  -2.82
H  -4.25  -2.48  -1.43
H  -5.04  -2.43  -3.80
H  -3.88  -1.07  -5.47
H  -1.87  0.28  -4.85

These are the Löwdin partial charges, in e, on atoms 1 to 6: 1.840 -0.088 -0.260 -0.169 -0.209 -0.138



(5)
Here is C4H8O in the gas phase at a distorted geometry from the Open Molecules 2025 dataset. Energies are from ωB97M-V/def2-TZVPD.

Summary:
Charge: 0
HOMO-LUMO gap in eV: 10.9
HOMO energy in eV: -9.809
SMILES: C1CCOC1

CARTESIAN COORDINATES (ANGSTROEM)
C  -1.07  0.24  0.06
C  0.17  1.04  -0.35
C  1.32  0.17  0.23
C  -0.50  -1.25  -0.03
H  -1.97  0.40  -0.58
H  -1.41  0.48  1.09
H  0.11  2.08  0.07
H  0.31  1.15  -1.39
H  2.33  0.40  -0.15
H  1.37  0.18  1.36
H  -0.65  -1.88  0.96
H  -1.00  -1.84  -0.93
O  0.98  -1.17  -0.34

These are the Löwdin partial charges, in e, on atoms 1 to 6: -0.184 -0.192 -0.178 -0.172 0.105 0.106



(6)
Here is 7 unconnected molecules or ions with the total composition C3H18ClN6O6 from the Open Molecules 2025 dataset. Energies are from ωB97M-V/def2-TZVPD.

Summary:
Charge: -1
HOMO-LUMO gap in eV: 9.7
HOMO energy in eV: -6.989

CARTESIAN COORDINATES (ANGSTROEM)
Cl  30.82  5.82  25.41
C  32.04  2.12  26.62
O  32.27  1.02  27.10
N  31.56  2.35  25.36
N  32.29  3.31  27.27
H  31.22  3.28  25.19
H  31.38  1.57  24.76
H  32.53  3.22  28.24
H  31.84  4.13  26.89
C  34.04  5.30  23.00
O  34.98  5.24  22.21
N  32.88  5.92  22.69
N  34.10  4.73  24.25
H  32.91  6.32  21.77
H  32.08  5.98  23.29
H  33.26  4.63  24.79
H  34.81  4.03  24.36
C  28.25  7.19  28.67
O  27.66  7.80  27.80
N  29.30  6.35  28.42
N  27.92  7.31  30.00
H  29.58  6.20  27.46
H  29.50  5.68  29.14
H  27.24  7.99  30.26
H  28.55  6.97  30.71
O  33.01  8.36  26.26
H  32.28  7.74  26.17
H  33.65  7.90  26.81
O  27.55  5.95  24.53
H  27.12  5.43  25.21
H  28.49  5.86  24.71
O  29.97  8.52  23.85
H  30.28  7.70  24.26
H  30.31  9.22  24.42

These are the Löwdin partial charges, in e, on atoms 1 to 6: 0.051 -0.693 0.004 0.146 0.133 0.004



(7)
Here is 2 unconnected molecules or ions with the total composition C4H9NO from the Open Molecules 2025 dataset. Energies are from ωB97M-V/def2-TZVPD.

Summary:
Charge: 0
HOMO-LUMO gap in eV: 10.2
HOMO energy in eV: -9.389
SMILES: C=C=NC.CO

CARTESIAN COORDINATES (ANGSTROEM)
C  2.08  -1.58  -0.34
O  1.39  -1.67  0.88
C  -1.58  0.25  0.08
N  -0.41  0.57  0.26
C  0.03  1.96  0.18
C  -2.81  -0.18  -0.08
H  1.49  -1.92  -1.20
H  2.97  -2.22  -0.26
H  2.43  -0.56  -0.56
H  -0.76  2.64  -0.16
H  0.36  2.27  1.18
H  0.89  2.03  -0.49
H  -3.46  -0.25  0.78
H  -3.16  -0.50  -1.05
H  0.69  -0.98  0.83

These are the Löwdin partial charges, in e, on atoms 1 to 6: -0.198 -0.140 -0.186 0.002 -0.087 0.019



(8)
Here is a gas-phase ion, C17H23N4OS (charge +1) at a distorted geometry from the Open Molecules 2025 dataset. Energies are from ωB97M-V/def2-TZVPD.

Summary:
Charge: +1
HOMO-LUMO gap in eV: 8.0
HOMO energy in eV: -10.289
SMILES: CCOc1ccc(-c2cs/c(=N\NC3=[NH+]CCCCC3)[nH]2)cc1

CARTESIAN COORDINATES (ANGSTROEM)
C  7.77  0.90  -1.71
C  7.68  0.68  -0.21
H  8.52  1.18  0.29
H  7.72  -0.39  0.04
O  6.53  1.28  0.37
C  5.32  0.70  0.26
C  4.26  1.41  0.84
C  2.98  0.92  0.81
C  2.71  -0.32  0.21
C  3.77  -1.03  -0.35
C  5.05  -0.53  -0.33
H  5.84  -1.11  -0.79
H  3.58  -1.97  -0.83
C  1.36  -0.86  0.18
C  0.99  -2.15  0.09
S  -0.73  -2.36  0.10
C  -0.95  -0.62  0.23
N  0.26  -0.02  0.27
H  0.35  0.99  0.31
N  -2.05  0.05  0.29
N  -3.23  -0.64  0.25
C  -4.38  -0.01  0.34
N  -4.38  1.30  0.48
C  -5.56  2.14  0.52
H  -5.22  3.16  0.71
C  -6.36  2.09  -0.79
C  -7.23  0.85  -0.92
C  -6.44  -0.46  -1.02
H  -7.14  -1.27  -1.20
H  -5.76  -0.42  -1.87
C  -5.65  -0.79  0.26
H  -5.42  -1.86  0.28
H  -6.27  -0.57  1.13
H  -7.84  0.95  -1.82
H  -7.91  0.79  -0.07
H  -7.00  2.97  -0.82
H  -5.67  2.16  -1.63
H  -6.20  1.83  1.35
H  -3.19  -1.66  0.15
H  -3.46  1.73  0.48
H  1.61  -3.02  0.04
H  2.20  1.48  1.29
H  4.48  2.36  1.31
H  6.93  0.44  -2.23
H  7.76  1.97  -1.93
H  8.69  0.47  -2.09

These are the Löwdin partial charges, in e, on atoms 1 to 6: -0.058 -0.230 0.127 0.119 -0.032 -0.260